Here is a structure of composition C30H42IrN4OS3 at a distorted geometry from the Open Molecules 2025 dataset. Energies are from wB97M-V/def2-TZVPD.

Each line ends with the Löwdin charge.
Atoms and positions in Å:
C  0.09745  -2.06617  1.35792  -0.436
H  -1.90722  -1.60735  0.87172  0.058
H  3.01352  -1.57014  3.53017  0.068
H  -3.60877  4.75683  -0.89506  0.124
C  2.47111  -0.80168  -3.87368  -0.168
H  1.71527  -0.60988  -4.62638  0.057
C  -3.34367  2.13237  0.23273  -0.068
C  -1.43247  -4.14926  -2.73160  -0.255
C  1.30166  2.33140  1.77130  -0.257
H  1.73113  -2.88024  4.72133  0.068
C  -1.40562  3.55457  0.60092  -0.179
H  0.21923  0.89835  4.66098  0.109
H  1.56449  -3.52166  -1.25038  0.107
H  -1.69544  -2.09575  2.55697  0.083
H  -1.47253  2.76829  -4.86867  0.114
C  -0.62204  -1.94835  -3.29884  -0.121
H  2.58671  -2.64321  0.69598  0.096
H  -3.18858  1.61771  1.17901  0.036
C  2.40755  -2.69663  1.77349  -0.170
H  -3.79890  1.44437  -0.47585  0.109
C  -1.57880  -2.93859  -3.40711  -0.017
H  -3.27754  -4.91977  -3.48689  0.083
C  -2.30059  3.20953  -1.60145  -0.283
Ir  -0.40137  0.66516  -0.35637  0.961
C  0.06442  3.74926  0.24452  -0.131
S  -0.66906  1.28020  -2.64751  0.785
H  2.55925  3.58145  -0.43822  0.104
C  0.48744  1.60539  2.66586  -0.552
H  4.09114  -1.42912  2.14934  0.092
H  3.22898  -0.02369  -3.87713  0.061
H  3.12615  3.45225  1.62191  0.122
C  -2.79645  4.28881  -4.14038  -0.035
N  0.97597  -2.82515  2.01893  -0.054
H  -4.05276  5.68378  -3.10372  0.125
H  -0.13213  -5.30223  -1.48362  0.124
C  -1.37419  -2.28497  1.53608  -0.030
C  -1.70780  2.66120  -2.74417  -0.546
H  -2.99349  4.70389  -5.11441  0.123
C  -3.13662  4.30591  -1.75499  0.001
C  2.04263  2.62007  -0.51589  -0.079
C  0.69283  -3.06274  4.46284  -0.046
N  -2.06178  2.60105  -0.30779  -0.256
C  3.04930  -1.48516  2.44898  -0.040
H  -0.72913  -1.02558  -3.84752  0.054
H  2.88807  -3.60406  2.13883  0.133
H  2.93644  -1.77183  -4.01571  0.076
C  2.86384  2.69482  3.58607  -0.006
H  1.68932  2.52217  -1.54239  0.063
C  -1.95300  3.20861  -4.00858  -0.077
H  1.22706  -4.60524  3.05557  0.130
H  2.32578  1.88537  5.50159  0.124
S  1.64113  -0.78957  -2.23593  0.799
H  1.45866  -1.08100  0.34877  0.009
C  2.48429  2.87010  2.26211  0.009
H  2.74756  1.81841  -0.30723  0.104
H  -1.49660  3.18051  1.62168  0.083
H  2.55735  -0.55761  2.16524  0.056
C  0.87002  1.45588  4.00540  -0.086
H  -1.89341  4.53464  0.55862  0.137
H  -2.44871  -2.76784  -4.02122  0.121
H  -4.03788  2.95642  0.40678  0.102
H  -2.05750  -6.14671  -3.13733  0.094
O  2.63750  -1.25954  -1.25816  -0.517
C  0.49516  -2.15704  -2.50219  -0.403
N  0.89759  2.53461  0.39914  -0.245
H  0.27114  -3.72316  5.21505  0.088
S  -0.99609  0.84316  2.21033  0.893
H  3.79586  3.11705  3.92466  0.127
H  0.15202  -2.11893  4.48208  0.070
H  -0.44472  -4.05785  2.92539  0.112
H  -2.91665  -5.38245  -1.82243  0.089
H  -1.64912  -3.30316  1.27040  0.101
H  0.47456  4.55364  0.86420  0.150
C  2.05021  1.99484  4.46588  -0.034
C  0.57934  -3.72548  3.08871  -0.182
C  0.67163  -3.35953  -1.83585  -0.068
C  -0.27884  -4.35111  -1.97135  -0.018
C  -3.38917  4.83855  -3.01078  -0.012
N  0.45642  -1.13193  0.52320  -0.059
H  0.13434  4.06315  -0.79894  0.131
C  -2.48286  -5.20237  -2.80493  -0.035

As for the gap between HOMO and LUMO (spin up / spin down): 8.89 / 5.31 eV. For the largest force on an atom, the calculation gives 1.50 eV/Å. The calculation puts the energy at -75127.8347 eV. As for the charge: +2. The spin multiplicity is 6.